Here is C10H12O as an isolated structure in a non-equilibrium geometry from OMol25. Energies are from ωB97M-V with the def2-TZVPD basis set.

## Properties
HOMO-LUMO gap   9.5 eV
E   -463.3382 a.u.
Relative energy (zero: lowest compared OMol25 entry of this formula, charge and spin)   92.25 kcal per mole
Highest occupied orbital energy   -8.660 eV
Max |F|   5.3 eV/A

Each line ends with the natural charge from an NBO analysis.
Geometry (Å):
C: 0.039 2.573 -1.169  -0.635
C: 0.716 1.500 -0.191  0.023
C: 1.738 1.673 0.701  -0.241
C: 1.944 0.698 1.705  -0.194
C: 1.297 -0.633 1.675  -0.214
C: 0.251 -0.771 0.687  -0.034
C: -0.825 -1.900 0.624  0.047
C: -1.314 -1.656 -0.844  -0.413
C: -1.115 -0.035 -1.048  -0.434
C: -0.107 0.333 -0.140  -0.076
H: 0.433 3.665 -0.825  0.237
H: 0.313 2.187 -2.157  0.218
H: -1.266 2.227 -0.956  0.224
H: 2.339 2.471 0.751  0.210
H: 2.738 0.627 2.436  0.214
H: 1.588 -1.556 2.271  0.234
H: -1.806 -1.628 1.112  0.200
H: 0.122 -3.268 0.080  0.462
H: -2.541 -1.588 -0.979  0.193
H: -0.999 -2.097 -1.765  0.217
H: -0.986 0.158 -2.135  0.227
H: -2.192 0.263 -0.707  0.213
O: -0.368 -3.241 0.873  -0.679

Here is C28H77BrCuN7O7 as an isolated structure in a non-equilibrium geometry from OMol25. Energies are from ωB97M-V with the def2-TZVPD basis set.

## Properties
HOMO-LUMO gap   7.7 eV
E   -6237.3540 a.u.
Highest occupied orbital energy   -7.268 eV
Max |F|   4.3 eV/A

Each line ends with the Löwdin charge.
Geometry (Å):
Cu: 8.171 -19.473 9.119  -0.096
Br: 7.301 -17.383 8.448  0.140
C: 11.433 -22.470 5.012  -0.076
C: 10.097 -22.545 5.676  -0.451
C: 10.167 -23.528 6.789  -0.204
O: 8.864 -23.637 7.400  -0.234
C: 8.744 -24.569 8.435  -0.118
N: 9.612 -21.174 6.121  0.071
H: 11.529 -21.630 4.266  0.102
H: 11.584 -23.457 4.641  0.069
H: 12.132 -22.132 5.831  0.082
H: 9.398 -22.979 4.880  0.159
H: 10.872 -23.242 7.612  0.126
H: 10.568 -24.555 6.386  0.160
H: 8.668 -24.039 9.404  0.091
H: 9.521 -25.351 8.454  0.095
H: 7.858 -25.143 8.250  0.082
H: 8.583 -21.084 6.081  0.043
H: 9.972 -20.461 5.429  0.097
C: 9.855 -17.252 4.059  -0.051
C: 9.353 -15.837 3.982  -0.442
C: 7.932 -15.608 4.467  -0.197
O: 6.945 -16.203 3.610  -0.189
C: 5.675 -16.035 4.170  -0.137
N: 10.308 -15.015 4.729  0.047
H: 10.851 -17.287 3.698  0.069
H: 9.196 -17.731 3.405  0.059
H: 9.827 -17.619 5.082  0.075
H: 9.394 -15.472 2.996  0.125
H: 7.730 -14.492 4.556  0.140
H: 7.822 -16.028 5.474  0.094
H: 5.585 -16.439 5.173  0.041
H: 4.949 -16.602 3.556  0.103
H: 5.464 -14.944 4.264  0.103
H: 10.095 -14.053 4.559  0.062
H: 10.195 -15.202 5.697  0.053
C: 3.807 -13.764 10.805  -0.072
C: 4.315 -14.366 9.497  -0.479
C: 3.152 -14.401 8.472  -0.177
O: 3.469 -15.010 7.222  -0.161
C: 3.766 -16.366 7.322  -0.165
N: 5.439 -13.605 8.981  0.051
H: 3.752 -12.658 10.654  0.092
H: 4.589 -13.856 11.591  0.069
H: 2.906 -14.259 11.137  0.070
H: 4.539 -15.391 9.725  0.077
H: 2.816 -13.393 8.305  0.124
H: 2.363 -14.902 8.998  0.111
H: 4.007 -16.810 6.339  0.061
H: 2.904 -17.034 7.583  0.097
H: 4.634 -16.695 7.989  0.023
H: 6.310 -13.962 9.458  0.083
H: 5.666 -13.974 8.045  0.072
C: 10.194 -17.493 11.521  -0.034
C: 9.538 -18.754 12.086  -0.428
C: 9.583 -18.728 13.605  -0.186
O: 9.170 -19.979 14.220  -0.209
C: 9.295 -19.975 15.640  -0.113
N: 8.224 -19.017 11.488  0.045
H: 11.230 -17.640 11.310  0.066
H: 10.086 -16.703 12.233  0.071
H: 9.672 -17.281 10.552  0.063
H: 10.135 -19.603 11.832  0.105
H: 8.831 -18.039 13.898  0.100
H: 10.547 -18.323 14.044  0.146
H: 8.638 -19.272 16.089  0.062
H: 10.364 -19.736 15.906  0.099
H: 8.983 -20.998 15.983  0.102
H: 7.768 -19.619 12.186  0.083
H: 7.772 -18.084 11.484  0.029
C: 4.850 -18.008 11.070  -0.073
C: 5.295 -16.996 12.130  -0.387
C: 5.372 -17.636 13.537  -0.236
O: 4.070 -17.823 14.027  -0.193
C: 3.746 -16.624 14.790  -0.072
N: 6.589 -16.291 11.796  0.064
H: 5.646 -18.641 10.688  0.028
H: 4.338 -17.511 10.221  0.067
H: 4.093 -18.578 11.525  0.062
H: 4.446 -16.311 12.201  0.105
H: 6.007 -17.165 14.330  0.122
H: 5.777 -18.717 13.476  0.142
H: 4.365 -16.725 15.680  0.088
H: 2.698 -16.701 15.081  0.091
H: 3.852 -15.723 14.260  0.063
H: 6.597 -15.879 10.920  -0.023
H: 6.610 -15.571 12.545  0.091
C: 4.725 -20.677 8.690  -0.055
C: 5.812 -21.622 8.152  -0.372
C: 6.137 -21.546 6.641  -0.172
O: 6.844 -20.394 6.209  -0.261
C: 6.097 -19.430 5.504  -0.095
N: 7.098 -21.601 8.923  0.062
H: 4.498 -20.758 9.748  0.067
H: 3.729 -20.858 8.217  0.097
H: 5.091 -19.658 8.501  0.041
H: 5.357 -22.596 8.280  0.121
H: 5.288 -21.828 6.026  0.123
H: 6.959 -22.341 6.367  0.141
H: 5.296 -19.088 6.181  0.081
H: 5.711 -19.801 4.559  0.092
H: 6.761 -18.606 5.274  0.070
H: 7.638 -22.381 8.641  0.013
H: 6.940 -21.741 9.940  0.104
C: 12.537 -20.745 8.753  -0.045
C: 11.411 -19.769 9.101  -0.404
C: 11.441 -18.469 8.375  -0.192
O: 12.659 -17.717 8.612  -0.187
C: 12.835 -16.564 7.806  -0.088
N: 10.117 -20.479 9.049  0.044
H: 12.441 -21.347 7.822  0.056
H: 12.733 -21.483 9.588  0.094
H: 13.513 -20.253 8.711  0.074
H: 11.510 -19.563 10.166  0.113
H: 10.526 -17.922 8.696  0.092
H: 11.292 -18.601 7.326  0.107
H: 12.178 -16.643 6.904  0.086
H: 13.892 -16.534 7.542  0.088
H: 12.540 -15.699 8.369  0.076
H: 10.211 -21.288 9.631  0.081
H: 10.069 -20.866 8.101  0.034

Here is C14H36MgN10O as an isolated structure from OMol25. Energies are from ωB97M-V with the def2-TZVPD basis set.

## Properties
Net charge   +2
HOMO-LUMO gap   8.4 eV
E   -1377.6186 a.u.
Highest occupied orbital energy   -13.524 eV
Max |F|   0.5 eV/A

Each line ends with the natural charge from an NBO analysis.
Geometry (Å):
Mg: -1.182 0.485 -0.995  1.765
N: -0.359 -1.409 -1.558  -0.962
C: -1.536 -2.328 -1.594  -0.245
C: -2.675 -1.671 -2.358  -0.237
N: -3.094 -0.395 -1.721  -0.565
C: -3.961 -0.646 -0.544  -0.240
C: -3.765 0.418 0.520  -0.242
N: -2.321 0.480 0.871  -0.949
C: -3.713 0.558 -2.683  -0.244
C: -2.979 1.893 -2.719  -0.244
N: -1.525 1.643 -2.893  -0.933
H: 0.107 -1.445 -2.461  0.397
H: 0.325 -1.717 -0.870  0.416
H: -1.821 -2.529 -0.560  0.204
H: -1.284 -3.287 -2.047  0.234
H: -3.517 -2.363 -2.451  0.228
H: -2.336 -1.440 -3.369  0.211
H: -3.696 -1.619 -0.126  0.210
H: -5.010 -0.709 -0.845  0.226
H: -4.387 0.196 1.387  0.231
H: -4.065 1.401 0.152  0.206
H: -2.100 -0.296 1.491  0.396
H: -2.115 1.316 1.411  0.409
H: -4.761 0.724 -2.429  0.230
H: -3.702 0.108 -3.677  0.218
H: -3.110 2.435 -1.778  0.195
H: -3.393 2.523 -3.507  0.231
H: -1.014 2.520 -2.882  0.402
H: -1.375 1.253 -3.819  0.392
C: 2.586 -1.586 0.663  -0.080
N: 1.435 -0.786 1.148  -0.526
C: 0.695 -1.639 2.105  -0.077
N: 1.515 -2.113 3.204  -0.455
C: 2.642 -2.872 2.648  -0.084
N: 3.446 -2.054 1.733  -0.453
C: 3.939 -0.886 2.472  -0.083
N: 2.839 -0.085 3.021  -0.456
C: 1.991 0.346 1.923  -0.075
C: 2.050 -0.943 3.911  -0.083
H: 3.177 -0.970 -0.022  0.190
H: 2.211 -2.456 0.113  0.187
H: 0.285 -2.503 1.569  0.187
H: -0.134 -1.057 2.523  0.180
H: 2.259 -3.743 2.113  0.202
H: 3.274 -3.221 3.464  0.221
H: 4.537 -0.265 1.801  0.198
H: 4.577 -1.223 3.288  0.221
H: 2.580 0.975 1.251  0.185
H: 1.161 0.937 2.319  0.195
H: 1.222 -0.366 4.328  0.200
H: 2.682 -1.281 4.732  0.221
C: 3.401 2.769 -1.302  -0.438
N: 2.111 2.096 -1.179  -0.594
C: 1.064 2.597 -0.508  0.809
N: 1.161 3.829 0.010  -0.793
O: 0.001 1.936 -0.352  -0.876
H: 4.033 2.180 -1.960  0.244
H: 3.897 2.868 -0.335  0.214
H: 3.279 3.749 -1.762  0.221
H: 2.064 1.109 -1.366  0.411
H: 2.010 4.365 -0.016  0.423
H: 0.375 4.196 0.517  0.427

Here is C4H10N2O in the gas phase in a non-equilibrium geometry from OMol25. Energies are from ωB97M-V with the def2-TZVPD basis set.

## Properties
HOMO-LUMO gap   9.4 eV
E   -343.1433 a.u.
Relative energy (zero: lowest compared OMol25 entry of this formula, charge and spin)   36.51 kcal per mole
Highest occupied orbital energy   -8.563 eV
Max |F|   1.4 eV/A

Each line ends with the natural charge from an NBO analysis.
Geometry (Å):
C: -1.394 1.263 1.878  -0.417
N: 0.006 0.949 1.660  -0.624
C: 0.278 -0.224 0.835  -0.314
C: -0.176 -0.131 -0.625  0.658
O: -1.118 0.548 -0.976  -0.598
N: 0.392 -1.053 -1.472  -0.646
C: 1.802 -1.369 -1.599  -0.406
H: -1.649 1.438 2.928  0.180
H: -1.706 2.177 1.359  0.195
H: -2.045 0.496 1.461  0.199
H: 0.526 1.719 1.268  0.356
H: -0.239 -1.067 1.294  0.221
H: 1.362 -0.349 0.816  0.202
H: -0.191 -1.364 -2.235  0.396
H: 2.085 -1.219 -2.637  0.202
H: 2.044 -2.385 -1.287  0.192
H: 2.391 -0.666 -1.005  0.201

Question: Which of these has the highest HOMO-LUMO gap?
Answer: C10H12O